Entry 1:
{"formula": "C17H38AlB2O11P2", "method": "the ωB97M-V functional and the def2-TZVPD basis", "gap_ev": 2.88, "total_charge": -1, "homo_ev": -3.75, "species": ["C", "C", "B", "O", "Al", "C", "B", "O", "O", "C", "C", "C", "C", "C", "C", "C", "C", "H", "H", "H", "H", "H", "H", "H", "H", "H", "H", "H", "H", "H", "H", "H", "H", "H", "H", "H", "H", "C", "O", "P", "O", "O", "C", "O", "C", "H", "H", "H", "H", "H", "H", "H", "H", "H", "C", "O", "P", "O", "O", "C", "O", "C", "H", "H", "H", "H", "H", "H", "H", "H", "H"], "positions_angstrom": [[0.132, 6.400, 3.148], [-1.038, 5.326, 3.470], [-0.432, 3.836, 3.189], [0.608, 3.369, 4.106], [-0.984, 2.553, 1.657], [-2.940, 2.817, 1.105], [-3.832, 1.874, 2.117], [-3.496, 1.671, 3.510], [-5.013, 1.239, 1.525], [0.349, 2.672, 0.053], [1.758, 2.160, 0.662], [2.212, 0.666, 0.626], [3.591, 0.337, 1.308], [4.458, 1.454, 1.996], [5.851, 1.159, 2.746], [3.999, 2.962, 1.989], [2.641, 3.289, 1.319], [-0.187, 7.404, 3.620], [1.092, 6.053, 3.659], [0.345, 6.527, 2.027], [-1.281, 5.405, 4.591], [-1.999, 5.509, 2.855], [0.696, 2.390, 4.039], [-0.813, 1.054, 2.223], [-3.209, 3.912, 1.328], [-3.200, 2.484, 0.041], [-4.124, 0.994, 3.860], [-4.682, 0.747, 0.727], [0.055, 1.992, -0.816], [0.449, 3.781, -0.258], [1.546, -0.106, 0.126], [3.919, -0.769, 1.318], [5.698, 0.781, 3.829], [6.453, 2.130, 2.771], [6.426, 0.357, 2.164], [4.645, 3.769, 2.475], [2.288, 4.387, 1.311], [-5.296, -0.197, -5.516], [-4.136, 0.163, -4.771], [-4.208, -0.246, -3.098], [-2.991, 0.604, -2.780], [-3.738, -1.789, -3.437], [-2.604, -2.012, -4.259], [-4.420, -0.675, -1.448], [-5.470, -1.608, -1.188], [-5.102, -0.014, -6.574], [-5.531, -1.257, -5.379], [-6.145, 0.412, -5.198], [-1.918, -1.162, -4.258], [-2.934, -2.212, -5.282], [-2.074, -2.891, -3.889], [-5.206, -2.596, -1.574], [-6.401, -1.266, -1.646], [-5.609, -1.680, -0.109], [1.801, -6.154, -2.541], [2.816, -5.161, -2.668], [2.925, -4.078, -1.332], [3.829, -3.131, -2.101], [3.834, -5.170, -0.496], [4.955, -5.771, -1.120], [2.901, -3.047, 0.041], [2.196, -3.550, 1.178], [1.898, -6.859, -3.367], [1.907, -6.698, -1.597], [0.816, -5.683, -2.585], [5.349, -5.164, -1.940], [4.671, -6.757, -1.500], [5.740, -5.902, -0.373], [2.738, -4.388, 1.622], [1.192, -3.868, 0.888], [2.119, -2.752, 1.916]], "forces_ev_per_angstrom": [[-0.531, 0.180, 0.556], [0.676, 0.206, 0.257], [1.035, 0.100, 1.521], [-1.710, 0.166, -0.649], [-0.316, -0.538, -1.153], [-1.066, -0.624, 0.942], [0.573, 0.829, -0.644], [-1.894, -0.449, -2.064], [1.826, -0.984, 0.514], [2.081, -0.554, 0.293], [1.253, 0.418, 0.298], [2.717, 3.607, 2.219], [-1.428, 3.046, 0.084], [-2.179, 0.986, -0.991], [-0.878, -0.259, -0.523], [-2.864, -3.357, -1.995], [1.866, -3.152, 0.462], [0.722, -1.306, -0.976], [-1.244, 0.498, -0.692], [-0.433, -0.179, 1.616], [0.202, 0.036, -1.478], [1.574, -0.120, 0.981], [0.031, 1.193, -0.380], [0.098, -0.466, 0.066], [0.266, -1.386, -0.600], [0.232, 0.867, 1.279], [0.669, 0.763, -0.271], [-0.538, 1.035, 0.848], [0.333, 1.062, 1.030], [-0.024, -1.820, 0.218], [1.148, 1.108, 0.816], [-0.322, 2.049, 0.012], [0.178, 0.631, -1.723], [-0.760, -1.427, -0.005], [-0.674, 1.158, 0.885], [-1.037, -1.330, -0.778], [0.450, -2.072, -0.061], [-0.106, -0.034, -0.390], [-3.188, 0.060, 1.207], [10.098, -0.125, 0.966], [-1.960, 0.127, -0.273], [-1.341, -0.199, 0.731], [0.126, 0.065, -0.715], [-2.975, 0.477, -2.006], [-0.217, -0.420, 0.324], [0.041, 0.027, 0.114], [-0.054, -0.034, -0.069], [-0.084, -0.048, -0.223], [-0.189, 0.016, 0.106], [0.143, 0.037, 0.011], [-0.216, 0.035, 0.155], [-0.030, 0.063, -0.042], [-0.108, -0.166, 0.222], [0.030, 0.144, -0.037], [-0.104, -0.348, -0.171], [-3.012, 0.501, 1.491], [9.626, 2.450, -1.694], [-1.823, -0.498, 0.180], [-1.110, 0.215, 0.850], [0.042, -0.506, -0.456], [-3.052, -1.930, -0.997], [-0.111, -0.008, 0.642], [0.033, 0.110, 0.036], [-0.047, -0.078, -0.003], [-0.073, -0.221, -0.068], [-0.188, 0.061, 0.092], [0.128, 0.048, -0.065], [-0.211, 0.105, 0.123], [-0.042, -0.006, -0.075], [-0.037, 0.084, 0.287], [-0.023, 0.082, -0.167]], "mulliken_charge": [-0.911, -0.327, 0.212, -0.703, 0.489, -0.511, 0.516, -0.530, -0.586, -0.935, 0.473, -0.423, -0.256, 0.676, -1.011, -0.789, -0.309, 0.306, 0.220, 0.221, 0.236, 0.121, 0.277, -0.470, 0.162, 0.011, 0.251, 0.257, 0.392, 0.302, 0.312, 0.200, 0.221, 0.293, 0.288, 0.182, 0.115, -0.759, -0.284, 0.919, -0.592, -0.371, -0.627, -0.046, -0.800, 0.242, 0.330, 0.306, 0.344, 0.230, 0.218, 0.290, 0.356, 0.260, -0.702, -0.291, 0.885, -0.661, -0.347, -0.684, 0.003, -0.728, 0.243, 0.333, 0.255, 0.343, 0.234, 0.262, 0.290, 0.314, 0.264]}


Entry 2:
{"formula": "C18H21IN7O8Tb", "method": "the ωB97M-V functional and the def2-TZVPD basis", "gap_ev": [3.13, 5.88], "total_charge": -2, "multiplicity": 7, "homo_ev": [0.88, -2.06], "species": ["C", "I", "H", "H", "H", "C", "C", "N", "C", "N", "H", "H", "C", "C", "N", "H", "N", "H", "Tb", "C", "O", "C", "C", "H", "H", "H", "C", "H", "H", "H", "C", "H", "H", "H", "C", "H", "H", "H", "O", "N", "O", "C", "C", "C", "C", "O", "C", "C", "N", "O", "O", "N", "O", "O", "H", "H"], "positions_angstrom": [[3.060, 4.583, 0.322], [3.596, 2.785, 0.149], [1.786, 4.110, 0.768], [2.907, 4.769, -0.639], [3.467, 4.928, 1.135], [1.116, -4.115, -0.090], [1.579, -3.549, 1.069], [1.391, -2.166, 0.988], [0.808, -1.845, -0.274], [0.705, -3.040, -0.887], [1.044, -5.122, -0.493], [2.054, -4.083, 1.867], [-3.456, 1.698, -2.055], [-1.968, 1.112, -0.423], [-2.389, 0.879, -1.718], [-4.458, 3.223, -0.807], [-2.811, 2.109, 0.016], [-3.930, 1.667, -3.012], [-0.523, -0.405, 0.807], [1.237, 1.590, 1.100], [0.344, 1.780, 1.837], [-3.719, 2.469, -0.964], [-2.765, 2.699, 1.346], [-3.490, 3.530, 1.366], [-1.745, 3.080, 1.559], [-3.029, 1.948, 2.122], [-1.806, -0.113, -2.603], [-2.201, 0.058, -3.622], [-2.060, -1.141, -2.264], [-0.696, -0.020, -2.605], [0.272, -3.084, -2.259], [0.731, -3.946, -2.738], [0.554, -2.160, -2.793], [-0.815, -3.209, -2.311], [2.283, -1.305, 1.798], [3.016, -0.818, 1.122], [2.796, -1.962, 2.553], [1.643, -0.544, 2.301], [-1.938, -6.175, 5.479], [-2.098, -6.236, 4.237], [-2.649, -7.229, 3.710], [-2.005, -5.004, 3.444], [-1.424, -3.889, 4.049], [-1.355, -2.703, 3.302], [-1.999, -2.660, 2.013], [-2.406, -1.563, 1.439], [-2.231, -3.888, 1.336], [-2.236, -5.065, 2.060], [-2.154, -3.959, -0.095], [-1.921, -5.091, -0.590], [-2.307, -2.930, -0.801], [-0.487, -1.677, 3.798], [0.144, -1.869, 4.808], [-0.352, -0.562, 3.106], [-1.076, -3.875, 5.063], [-2.504, -5.997, 1.596]], "forces_ev_per_angstrom": [[-7.517, -1.729, 1.472], [4.436, -6.657, -1.143], [2.392, 2.141, -0.881], [-0.399, 3.021, -3.364], [2.285, 3.381, 3.508], [0.306, 1.052, 0.024], [-0.661, -0.807, -1.630], [0.874, -1.571, -0.324], [2.483, -1.141, -0.135], [0.034, 0.193, 0.250], [-0.032, 0.283, 0.538], [-0.022, 0.269, 0.454], [0.320, 0.078, 0.802], [-1.482, 1.418, -1.592], [-0.309, 0.868, 1.137], [-0.235, 0.222, 0.030], [0.322, -0.787, -0.833], [-0.115, -0.031, -0.244], [-1.318, 0.672, 1.909], [-0.318, 0.233, -0.604], [-0.714, 0.676, 0.794], [0.462, -0.573, -0.275], [0.209, 0.050, 0.483], [0.333, -0.351, 0.086], [-0.636, -0.254, -0.128], [0.168, 0.433, -0.534], [0.382, -0.665, -0.186], [0.275, -0.114, 0.501], [0.057, 0.554, -0.120], [-0.729, 0.037, -0.019], [-0.555, -0.376, -0.516], [0.146, -0.057, -0.159], [0.128, -0.372, 0.420], [0.116, -0.015, 0.135], [-0.290, 0.127, -0.019], [-0.322, -0.222, 0.495], [-0.620, 0.771, -0.679], [0.901, -0.542, 0.055], [0.609, -0.201, -1.234], [-2.459, 0.727, 0.371], [1.174, 0.516, 0.288], [1.115, -1.199, 0.529], [-0.398, 0.621, -0.716], [0.666, -0.419, 0.284], [-1.022, 1.746, -0.468], [0.729, -0.255, 0.971], [0.900, -0.783, -0.855], [-0.439, -0.163, 0.553], [-0.394, 0.124, 2.824], [0.143, -1.494, -0.966], [-0.258, 1.447, -1.424], [-3.062, -0.468, -3.289], [2.127, -0.339, 3.359], [-0.019, 0.199, 0.033], [0.124, -0.194, 0.153], [0.111, -0.079, -0.119]], "mulliken_spin": [-0.021, 0.193, 0.119, 0.001, 0.010, 0.031, 0.005, -0.050, 0.229, 0.035, 0.007, 0.004, -0.001, -0.018, 0.002, 0.001, 0.025, 0.000, 2.840, 0.430, 0.085, 0.002, 0.028, -0.003, -0.001, -0.005, 0.006, -0.002, -0.002, 0.016, 0.031, -0.003, 0.010, -0.011, 0.095, 0.032, 0.004, -0.066, 0.035, 0.031, 0.032, -0.081, 0.217, -0.059, 0.001, -0.002, -0.060, 0.260, 0.327, 0.240, 0.187, 0.370, 0.328, 0.060, 0.034, 0.024]}


Per-record largest force on an atom, eV/Å: 10.15 8.08